Record 1
106
Properties=species:S:1:pos:R:3 method="wB97M-V/def2-TZVPD" total_energy_ev=-98555.8715 largest_force_ha_per_bohr=0.00258 gap_ev=7.2 de_lowest_kcal_mol=0.00 charge=+3
Bi 0.772 -1.090 -0.609
O 0.181 -1.116 2.783
S 1.022 -2.056 2.010
C 0.728 -3.740 2.402
C 1.144 -4.198 3.642
C 1.088 -5.549 4.002
C 0.643 -6.443 3.057
C 0.509 -7.939 3.107
C -0.081 -8.334 1.730
C -0.318 -7.029 1.023
C -0.912 -6.743 -0.177
C -1.077 -5.391 -0.522
C -0.609 -4.330 0.241
P -1.281 -2.701 -0.135
C -2.172 -2.770 -1.701
C -1.473 -3.019 -2.883
C -2.150 -3.050 -4.093
C -3.522 -2.815 -4.127
C -4.217 -2.556 -2.952
C -3.547 -2.538 -1.736
C -2.399 -2.238 1.181
C -2.820 -3.175 2.123
C -3.713 -2.789 3.111
C -4.181 -1.484 3.155
C -3.765 -0.554 2.209
C -2.870 -0.927 1.223
C 0.115 -4.611 1.453
C 0.164 -5.966 1.819
C 2.705 -1.719 2.430
C 3.624 -2.712 2.698
C 4.920 -2.433 3.160
C 5.249 -1.126 3.398
C 6.504 -0.510 3.954
C 6.215 1.012 4.000
C 4.849 1.163 3.390
C 4.102 2.277 3.113
C 2.873 2.094 2.462
C 2.336 0.853 2.148
P 0.882 0.993 1.077
C -0.530 1.693 1.927
C -1.610 2.198 1.198
C -2.649 2.827 1.861
C -2.622 2.938 3.247
C -1.565 2.406 3.972
C -0.516 1.781 3.316
C 1.424 2.155 -0.216
C 0.885 3.427 -0.393
C 1.378 4.255 -1.394
C 2.397 3.820 -2.229
C 2.949 2.558 -2.049
C 2.472 1.735 -1.042
C 3.050 -0.330 2.525
C 4.322 -0.108 3.082
H 1.552 -3.483 4.347
H 1.417 -5.863 4.983
H -0.145 -8.233 3.929
H 1.474 -8.410 3.295
H -1.006 -8.904 1.822
H 0.609 -8.953 1.155
H -1.301 -7.514 -0.827
H -1.642 -5.178 -1.421
H -0.405 -3.213 -2.868
H -1.614 -3.294 -5.001
H -4.056 -2.863 -5.068
H -5.284 -2.385 -2.978
H -4.095 -2.347 -0.823
H -2.467 -4.197 2.087
H -4.048 -3.510 3.844
H -4.879 -1.190 3.928
H -4.134 0.462 2.246
H -2.545 -0.208 0.480
H 3.334 -3.747 2.575
H 5.606 -3.245 3.358
H 7.355 -0.741 3.313
H 6.735 -0.917 4.939
H 6.957 1.591 3.452
H 6.215 1.393 5.023
H 4.447 3.276 3.342
H 2.330 2.985 2.169
H -1.632 2.103 0.118
H -3.479 3.237 1.300
H -3.431 3.440 3.762
H -1.552 2.485 5.050
H 0.308 1.366 3.881
H 0.112 3.798 0.266
H 0.974 5.253 -1.506
H 2.783 4.474 -3.000
H 3.770 2.227 -2.672
H 2.972 0.786 -0.868
O 0.305 -0.389 -3.384
C -0.629 0.183 -2.829
O -0.814 0.219 -1.557
C -1.639 0.948 -3.668
N -1.500 0.465 -5.087
C -1.750 1.650 -5.979
C -1.061 2.770 -5.218
C -1.337 2.465 -3.735
H -2.652 0.739 -3.329
H -2.112 -0.330 -5.272
H -0.533 0.118 -5.170
H -2.828 1.788 -6.040
H -1.353 1.450 -6.970
H -1.449 3.741 -5.519
H 0.009 2.765 -5.427
H -2.189 3.026 -3.356
H -0.479 2.716 -3.113

Record 2
107
Properties=species:S:1:pos:R:3 method="wB97M-V/def2-TZVPD" total_energy_ev=-111789.7892 largest_force_ha_per_bohr=0.06589 gap_ev="6.9 / 8.3" de_lowest_kcal_mol=0.00 multiplicity=2 charge=0
Ti -2.327 -0.476 -1.966
O -2.371 0.157 -0.247
C -3.442 0.670 0.601
C -4.687 0.858 -0.339
C -5.174 -0.379 -0.962
C -6.374 -1.000 -0.580
C -6.731 -2.224 -1.069
C -5.803 -2.897 -1.847
C -4.584 -2.356 -2.145
C -3.589 -3.033 -3.004
C -2.249 -3.387 -2.245
O -1.625 -2.175 -1.966
C -2.514 -4.285 -0.959
C -2.063 -3.841 0.294
C -2.309 -4.690 1.411
C -3.229 -5.771 1.329
C -3.823 -6.042 0.131
C -3.357 -5.438 -1.053
C -1.353 -4.245 -3.205
C -0.410 -5.115 -2.674
C 0.419 -5.932 -3.411
C 0.456 -5.820 -4.790
C -0.474 -4.925 -5.378
C -1.234 -4.071 -4.596
N -4.319 -1.075 -1.733
C -2.830 2.043 1.088
C -1.949 2.096 2.171
C -1.160 3.220 2.416
C -1.196 4.336 1.611
C -2.155 4.299 0.586
C -2.933 3.205 0.316
C -3.826 -0.176 1.828
C -3.140 -1.293 2.310
C -3.746 -2.086 3.350
C -5.000 -1.764 3.857
C -5.568 -0.549 3.517
C -4.907 0.307 2.611
H -5.519 1.215 0.239
H -4.420 1.557 -1.166
H -7.073 -0.377 0.064
H -7.656 -2.751 -0.823
H -6.034 -3.909 -2.267
H -4.038 -3.990 -3.372
H -3.342 -2.341 -3.804
H -1.512 -2.953 0.308
H -1.822 -4.404 2.352
H -3.507 -6.302 2.298
H -4.515 -6.848 -0.021
H -3.604 -5.811 -2.043
H -0.418 -5.172 -1.568
H 0.914 -6.715 -2.843
H 1.223 -6.325 -5.398
H -0.620 -4.862 -6.434
H -1.844 -3.296 -5.097
H -1.807 1.169 2.721
H -0.514 3.167 3.271
H -0.511 5.176 1.704
H -2.184 5.139 -0.120
H -3.641 3.182 -0.519
H -2.220 -1.753 1.895
H -3.132 -2.866 3.826
H -5.395 -2.465 4.659
H -6.566 -0.264 3.906
H -5.267 1.307 2.398
N -0.337 0.642 -2.238
C -0.620 1.807 -3.094
C -1.940 1.642 -3.871
O -2.276 2.549 -4.649
O -2.779 0.654 -3.466
H -0.077 0.981 -1.289
H 0.332 -0.020 -2.620
H 0.214 2.004 -3.813
H -0.606 2.696 -2.492
Cl 2.548 4.244 1.209
C 4.067 5.035 0.854
C 3.981 6.218 0.094
C 5.142 6.954 -0.177
C 6.343 6.568 0.341
C 6.439 5.464 1.163
C 5.346 4.592 1.317
P 5.358 3.095 2.349
C 7.134 2.813 2.616
C 7.502 2.177 3.851
C 8.836 2.078 4.143
C 9.829 2.657 3.305
C 9.498 3.186 2.048
C 8.123 3.114 1.673
C 4.815 1.713 1.368
C 4.425 0.568 2.169
C 3.987 -0.550 1.505
C 3.863 -0.582 0.146
C 4.189 0.552 -0.582
C 4.758 1.711 -0.030
H 2.977 6.446 -0.297
H 5.117 7.904 -0.722
H 7.247 7.132 0.210
H 7.345 5.350 1.744
H 6.718 2.004 4.598
H 9.143 1.577 5.057
H 10.850 2.620 3.665
H 10.300 3.550 1.420
H 7.854 3.324 0.636
H 4.471 0.618 3.233
H 3.936 -1.500 2.007
H 3.522 -1.414 -0.435
H 3.975 0.613 -1.677
H 5.052 2.560 -0.694

Record 3
106
Properties=species:S:1:pos:R:3 method="wB97M-V/def2-TZVPD" total_energy_ev=-124047.7710 largest_force_ha_per_bohr=0.00693 gap_ev="7.7 / 7.9" multiplicity=6 charge=+2
Mn 0.155 0.428 -0.480
O -0.682 -1.567 -0.478
S -0.802 -1.575 1.061
C -2.516 -1.809 1.398
C -3.068 -3.066 1.250
C -4.386 -3.365 1.631
C -5.117 -2.367 2.219
C -6.505 -2.374 2.793
C -6.740 -0.926 3.291
C -5.497 -0.177 2.897
C -5.167 1.145 3.004
C -3.952 1.561 2.429
C -3.035 0.710 1.834
P -1.819 1.525 0.735
C -1.257 2.999 1.625
C -1.021 4.191 0.943
C -0.460 5.274 1.605
C -0.115 5.169 2.946
C -0.337 3.979 3.624
C -0.906 2.899 2.969
C -2.834 2.095 -0.661
C -3.670 3.212 -0.626
C -4.448 3.535 -1.724
C -4.410 2.743 -2.865
C -3.594 1.624 -2.907
C -2.808 1.304 -1.809
C -3.305 -0.698 1.839
C -4.576 -1.068 2.310
C 0.019 -3.037 1.655
C -0.541 -3.658 2.751
C -0.007 -4.816 3.339
C 1.106 -5.357 2.766
C 1.863 -6.609 3.106
C 3.040 -6.643 2.106
C 2.879 -5.398 1.281
C 3.657 -4.890 0.283
C 3.287 -3.645 -0.249
C 2.167 -2.921 0.128
P 2.084 -1.280 -0.663
C 1.698 -1.604 -2.415
C 1.499 -2.878 -2.937
C 1.105 -3.038 -4.257
C 0.902 -1.933 -5.069
C 1.090 -0.657 -4.558
C 1.480 -0.494 -3.237
C 3.810 -0.697 -0.614
C 4.411 -0.562 0.638
C 5.700 -0.070 0.750
C 6.399 0.314 -0.388
C 5.804 0.195 -1.635
C 4.514 -0.312 -1.751
C 1.278 -3.482 1.111
C 1.724 -4.692 1.685
H -2.447 -3.864 0.865
H -4.774 -4.364 1.495
H -6.587 -3.104 3.599
H -7.229 -2.665 2.032
H -6.881 -0.890 4.372
H -7.625 -0.476 2.843
H -5.827 1.872 3.457
H -3.745 2.625 2.423
H -1.293 4.284 -0.102
H -0.321 6.212 1.082
H 0.311 6.017 3.464
H -0.075 3.893 4.669
H -1.081 1.979 3.513
H -3.714 3.836 0.257
H -5.091 4.403 -1.690
H -5.023 2.998 -3.719
H -3.569 0.997 -3.788
H -2.205 0.396 -1.847
H -1.451 -3.255 3.173
H -0.496 -5.259 4.195
H 1.217 -7.482 3.009
H 2.206 -6.585 4.141
H 3.015 -7.530 1.474
H 4.006 -6.644 2.614
H 4.547 -5.389 -0.073
H 3.945 -3.214 -0.994
H 1.635 -3.751 -2.312
H 0.955 -4.033 -4.651
H 0.596 -2.067 -6.098
H 0.932 0.210 -5.185
H 1.642 0.515 -2.861
H 3.874 -0.859 1.532
H 6.162 0.007 1.724
H 7.412 0.686 -0.301
H 6.354 0.462 -2.528
H 4.081 -0.441 -2.735
O 1.533 1.657 0.874
C 1.650 2.427 -0.088
O 1.033 2.258 -1.196
C 2.588 3.628 0.026
N 2.637 4.303 -1.327
C 4.008 4.048 -1.897
C 4.882 4.035 -0.660
C 4.043 3.245 0.343
H 2.161 4.332 0.741
H 2.460 5.302 -1.246
H 1.887 3.869 -1.892
H 4.235 4.810 -2.639
H 3.966 3.068 -2.374
H 5.067 5.053 -0.314
H 5.844 3.566 -0.855
H 4.291 3.473 1.376
H 4.180 2.172 0.198

Record 4
115
Properties=species:S:1:pos:R:3 method="wB97M-V/def2-TZVPD" total_energy_ev=-424391.2660 largest_force_ha_per_bohr=0.01490 gap_ev=5.9 de_lowest_kcal_mol=0.00 charge=-2
Tl 0.247 -0.247 -0.411
O 4.226 1.971 -1.487
C 3.078 1.530 -1.409
O 2.705 0.365 -1.074
C 1.938 2.505 -1.766
C 2.291 3.809 -2.188
C 1.307 4.680 -2.542
C -0.044 4.278 -2.445
C -1.122 5.131 -2.768
C -2.411 4.699 -2.630
C -2.674 3.393 -2.174
C -1.652 2.540 -1.870
C -0.308 2.959 -1.995
N 0.699 2.094 -1.687
H 3.342 4.054 -2.224
H 1.540 5.679 -2.896
H -0.903 6.134 -3.120
H -3.235 5.364 -2.859
H -3.699 3.069 -2.048
H -1.836 1.543 -1.498
C 0.609 4.776 5.585
C 0.216 3.996 4.355
C -0.748 4.439 3.483
C -1.119 3.726 2.330
C -2.206 4.218 1.488
O -2.930 3.513 0.802
C -2.506 5.702 1.464
C -1.532 6.693 1.542
C -1.886 8.031 1.431
C -3.209 8.394 1.234
C -4.185 7.410 1.134
C -3.831 6.076 1.244
C -0.459 2.474 2.002
O -0.654 1.846 0.920
C 0.506 2.012 2.986
C 0.834 2.767 4.082
C 1.133 0.676 2.793
N 0.485 -0.422 2.842
C -0.927 -0.440 3.169
C -1.199 -0.602 4.673
Te 0.034 -2.124 5.608
C 1.405 -0.738 6.455
C 2.771 -0.873 6.239
C 3.659 0.068 6.742
C 3.192 1.143 7.483
C 1.830 1.268 7.726
C 0.943 0.332 7.216
C 2.585 0.594 2.491
C 3.374 1.735 2.352
C 4.720 1.625 2.037
C 5.295 0.379 1.853
C 4.516 -0.763 1.979
C 3.175 -0.656 2.295
H 0.020 5.689 5.680
H 1.666 5.054 5.545
H 0.464 4.181 6.491
H -1.278 5.355 3.722
H -0.496 6.411 1.674
H -1.121 8.795 1.498
H -3.475 9.441 1.147
H -5.218 7.689 0.964
H -4.572 5.294 1.152
H 1.580 2.392 4.776
H -1.356 -1.300 2.645
H -1.444 0.458 2.821
H -2.243 -0.866 4.832
H -0.986 0.328 5.199
H 3.142 -1.705 5.658
H 4.717 -0.034 6.536
H 3.884 1.882 7.867
H 1.455 2.099 8.312
H -0.118 0.440 7.409
H 2.935 2.716 2.474
H 5.319 2.518 1.909
H 6.342 0.295 1.589
H 4.954 -1.741 1.815
H 2.554 -1.539 2.384
Se 3.937 -4.333 -0.860
Sb 2.170 -4.098 -2.708
Se 0.200 -5.432 -2.189
Se 3.039 -4.359 -4.958
Se 3.021 -2.122 -1.284
Se -2.568 -3.351 -0.138
N -2.498 -1.598 -0.131
C -3.390 -1.154 0.743
C -3.605 0.212 1.064
C -4.553 0.512 1.993
C -5.324 -0.500 2.635
C -5.147 -1.822 2.358
C -4.160 -2.188 1.405
N -3.858 -3.433 1.057
H -3.003 0.990 0.612
H -4.711 1.548 2.266
H -6.052 -0.197 3.378
H -5.721 -2.594 2.854
C 1.161 -0.454 -4.263
P -0.583 -0.337 -3.673
C -1.073 -2.109 -3.633
C -1.335 0.158 -5.293
C -1.273 -0.640 -6.435
C -1.830 -0.207 -7.629
C -2.451 1.033 -7.701
C -2.514 1.837 -6.574
C -1.962 1.399 -5.377
H 1.305 -1.231 -5.015
H 1.820 -0.637 -3.415
H 1.432 0.519 -4.677
H -0.670 -2.697 -4.458
H -2.163 -2.177 -3.632
H -0.715 -2.538 -2.697
H -0.784 -1.606 -6.397
H -1.774 -0.843 -8.505
H -2.883 1.369 -8.637
H -2.994 2.808 -6.623
H -2.016 2.024 -4.494